DFT (ωB97M-V/def2-TZVPD) results for C7H16N as an isolated structure at a distorted geometry.

XYZ file:
```
24
Properties=species:S:1:pos:R:3:lowdin_charge:R:1
C -1.320 1.221 -1.395 -0.032
C -0.997 0.720 -0.023 -0.312
C -1.148 -0.811 0.069 -0.214
C -0.094 -1.458 -0.750 -0.153
C 3.071 0.204 0.569 -0.109
C 1.701 -0.310 0.589 -0.154
C 1.197 -1.079 -0.488 -0.151
N -1.813 1.314 1.246 0.242
H -0.565 0.746 -2.084 0.127
H -2.308 0.841 -1.664 0.100
H -1.263 2.260 -1.567 0.072
H 0.051 0.959 0.115 0.101
H -2.110 -1.143 -0.261 0.115
H -1.166 -0.913 1.198 0.124
H -0.430 -2.519 -0.976 -0.027
H -0.577 -3.228 -1.187 0.242
H 3.745 -0.593 0.214 0.094
H 3.440 0.586 1.584 0.108
H 3.149 1.025 -0.162 0.091
H 1.366 -0.621 1.609 0.136
H 2.087 -1.313 -1.096 0.119
H -2.226 2.192 0.952 0.159
H -1.259 1.356 2.082 0.150
H -2.532 0.566 1.423 0.173
```

Results
HOMO level: -0.385 hartree
lowest unoccupied orbital energy: -4.82 eV
charge: +1

DFT (ωB97M-V/def2-TZVPD) results for C3H11NP2 in the gas phase at a distorted geometry.

XYZ file:
```
17
Properties=species:S:1:pos:R:3:lowdin_charge:R:1
C -1.562 -0.308 -0.026 -0.152
C 1.468 -0.707 -0.668 -0.238
C -0.389 0.577 0.110 -0.721
N 0.872 -0.133 0.510 -0.571
P -0.062 1.837 -1.257 0.836
P 1.300 -0.568 2.095 0.815
H -1.763 -0.711 0.925 0.051
H -1.512 -1.048 -0.786 0.071
H -2.385 0.355 -0.206 0.062
H 2.333 -0.186 -0.863 0.034
H 1.907 -1.775 -0.561 0.100
H 0.861 -0.731 -1.607 0.050
H -0.664 1.245 1.223 0.142
H -1.372 2.105 -1.702 -0.122
H 0.159 0.755 -2.192 -0.101
H 0.574 0.607 2.527 -0.091
H 0.234 -1.313 2.480 -0.165
```

Results
HOMO level: -0.311 hartree
lowest unoccupied orbital energy: 0.94 eV
charge: 0

DFT (ωB97M-V/def2-TZVPD) results for C37H39Ge2N5OPPdS as an isolated structure at a distorted geometry.

XYZ file:
```
87
Properties=species:S:1:pos:R:3:lowdin_charge:R:1
Pd 0.270 0.093 -0.263 0.499
O -2.879 -2.585 -0.175 -0.043
N -2.873 -1.321 -0.727 -0.009
C -2.928 -1.348 -1.988 -0.124
C -2.899 -0.118 -2.782 -0.228
C -3.329 -0.246 -4.106 -0.036
C -3.385 0.843 -4.953 -0.061
C -3.005 2.089 -4.486 -0.060
C -2.557 2.239 -3.185 -0.073
C -2.488 1.155 -2.304 -0.307
P -1.717 1.389 -0.669 1.029
C -3.072 1.370 0.540 -0.385
C -4.380 1.697 0.201 -0.080
C -5.375 1.674 1.170 -0.065
C -5.066 1.329 2.479 -0.077
C -3.760 1.004 2.820 -0.082
C -2.767 1.021 1.853 -0.114
C -1.162 3.127 -0.666 -0.386
C 0.029 3.423 -1.331 -0.126
C 0.538 4.708 -1.329 -0.070
C -0.130 5.717 -0.646 -0.075
C -1.307 5.432 0.028 -0.072
C -1.824 4.142 0.019 -0.071
H -3.118 -2.411 0.742 0.097
H -3.030 -2.298 -2.513 0.140
H -3.629 -1.223 -4.465 0.117
H -3.727 0.719 -5.972 0.112
H -3.051 2.954 -5.136 0.112
H -2.254 3.219 -2.853 0.100
H -4.626 1.960 -0.821 0.113
H -6.393 1.924 0.901 0.110
H -5.843 1.310 3.232 0.107
H -3.523 0.729 3.842 0.101
H -1.749 0.753 2.102 0.059
H 0.559 2.634 -1.853 0.083
H 1.459 4.926 -1.854 0.109
H 0.269 6.723 -0.639 0.107
H -1.831 6.216 0.561 0.107
H -2.746 3.934 0.549 0.102
N 0.329 2.706 4.535 0.198
C 1.404 3.352 4.055 -0.491
N 2.006 4.253 4.842 0.181
N 1.920 3.155 2.852 0.125
C 1.351 2.280 2.062 -0.303
N 0.857 1.519 1.343 0.123
H -0.054 2.905 5.441 0.117
H -0.126 2.015 3.961 0.091
H 1.649 4.504 5.744 0.115
H 2.780 4.767 4.459 0.121
S 0.523 -0.543 -2.924 0.722
C 0.469 -1.316 -1.544 -0.910
C 3.941 0.397 -0.952 -0.241
Ge 3.997 -1.522 -1.351 0.708
C 5.464 -2.397 -0.391 -0.239
C 4.140 -1.832 -3.277 -0.242
Ge 1.862 -2.401 -0.558 0.843
C 1.531 -4.308 -0.743 -0.315
C 2.505 -5.112 -1.329 -0.121
C 2.311 -6.480 -1.460 -0.076
C 1.132 -7.055 -1.011 -0.075
C 0.149 -6.262 -0.433 -0.075
C 0.348 -4.898 -0.300 -0.101
C 1.390 -1.767 1.246 -0.356
C 0.057 -1.800 1.678 -0.154
C -0.278 -1.432 2.982 -0.094
C 0.710 -1.026 3.859 -0.090
C 2.039 -0.972 3.439 -0.080
C 2.369 -1.334 2.149 -0.116
H 4.736 0.914 -1.492 0.027
H 4.069 0.584 0.115 0.015
H 2.992 0.829 -1.258 -0.018
H 6.412 -2.093 -0.839 0.025
H 5.392 -3.482 -0.447 0.014
H 5.477 -2.109 0.661 0.012
H 5.169 -1.657 -3.593 0.026
H 3.487 -1.153 -3.822 -0.001
H 3.868 -2.854 -3.543 0.016
H 3.431 -4.674 -1.688 0.079
H 3.078 -7.095 -1.913 0.108
H 0.976 -8.121 -1.113 0.108
H -0.774 -6.709 -0.088 0.107
H -0.434 -4.293 0.146 0.086
H -0.723 -2.167 1.017 0.065
H -1.308 -1.490 3.311 0.105
H 0.457 -0.773 4.882 0.105
H 2.814 -0.662 4.130 0.110
H 3.408 -1.301 1.839 0.087
```

Results
HOMO level (alpha / beta): -0.361 / -0.361 hartree
lowest unoccupied orbital energy (alpha / beta): -2.96 / -2.96 eV
charge: +1

Number 1: E_tot -330.53118 hartree. Number 2: E_tot -858.24949 hartree. Number 3: E_tot -6803.39210 hartree.